C40H110N10O10 | ωB97M-V with the def2-TZVPD basis set

The geometry in XYZ format:
```
170
Properties=species:S:1:pos:R:3:forces:R:3:lowdin_charge:R:1
C -6.7895 -7.9849 -1.8102 0.6 -0.5 0.4 -0.125
O -7.7676 -8.5545 -0.9805 -1.5 -0.4 0.2 -0.187
C -9.0235 -8.7539 -1.6762 0.1 0.6 0.0 -0.194
C -10.1066 -9.3470 -0.8031 -0.4 -1.5 1.4 -0.415
C -9.7192 -10.7270 -0.1973 0.1 0.7 -0.2 -0.062
N -11.4822 -9.4542 -1.3752 0.8 0.6 -0.2 0.024
H -6.8286 -8.4774 -2.7818 0.1 0.4 -0.4 0.085
H -5.8162 -8.2133 -1.3759 0.0 -0.2 0.1 0.085
H -6.8113 -6.8953 -1.8334 -0.5 0.1 -0.4 0.086
H -9.4136 -7.7970 -2.0230 0.2 0.2 -0.3 0.124
H -8.8342 -9.3976 -2.5352 0.0 -0.1 -0.3 0.120
H -10.2785 -8.7085 0.0634 0.3 0.4 0.0 0.132
H -9.2883 -11.3895 -0.9479 0.1 0.0 0.0 0.076
H -10.6356 -11.1882 0.1708 0.1 -0.1 0.2 0.062
H -9.0341 -10.5810 0.6379 0.2 -0.2 -0.1 0.074
H -11.5495 -10.0806 -2.1647 0.4 -0.1 -0.3 0.062
H -11.9785 -9.9417 -0.6430 -0.4 0.2 0.0 0.052
C 3.8198 -4.3337 7.5016 0.3 -0.2 0.3 -0.112
O 4.8576 -4.5947 6.5801 0.8 1.1 -0.2 -0.168
C 5.9394 -3.6690 6.7899 1.0 -0.4 -0.1 -0.212
C 7.0163 -3.8978 5.7529 -0.6 -0.3 -0.8 -0.463
C 7.8734 -5.1195 5.9160 0.9 -1.0 0.6 -0.074
N 7.9098 -2.7368 5.6142 -0.4 -0.3 0.3 0.040
H 3.7745 -3.2577 7.6700 -0.2 0.0 0.4 0.081
H 4.0622 -4.9009 8.4002 -0.2 0.4 0.5 0.088
H 2.8357 -4.6635 7.1689 0.2 -0.2 -0.5 0.085
H 5.6686 -2.6151 6.7259 -0.8 0.1 -0.2 0.115
H 6.4813 -3.7396 7.7330 -0.6 -0.5 0.7 0.131
H 6.4305 -4.0431 4.8453 0.0 -0.1 -0.5 0.131
H 8.6573 -5.1064 5.1588 -0.1 -0.2 -0.3 0.073
H 7.3945 -6.0986 5.9230 -0.6 0.2 -0.6 0.080
H 8.4448 -5.1969 6.8410 0.0 0.8 0.4 0.077
H 7.3490 -1.8969 5.6025 0.0 0.3 -0.1 0.058
H 8.3077 -2.8307 4.6906 0.3 0.3 -0.1 0.070
C -7.4341 7.9382 0.2846 -0.4 0.7 -1.4 -0.115
O -6.9668 6.9448 -0.6044 1.0 -0.9 0.2 -0.195
C -5.6289 7.1255 -1.0913 0.1 -0.8 -0.1 -0.177
C -5.0666 5.8145 -1.7334 -3.1 -0.3 2.0 -0.486
C -5.1085 4.6291 -0.7742 -1.1 0.3 0.4 -0.069
N -3.7356 5.9452 -2.0964 2.0 0.9 -1.5 0.029
H -6.8941 8.1184 1.2141 0.4 -0.4 0.0 0.085
H -8.4877 7.7479 0.4891 0.1 -0.3 0.2 0.086
H -7.4306 8.8446 -0.3209 0.0 0.7 0.4 0.082
H -5.5603 7.8783 -1.8766 -0.3 0.4 0.0 0.119
H -4.9519 7.4292 -0.2928 0.0 0.1 0.4 0.118
H -5.7468 5.6107 -2.5604 0.3 -0.1 -0.4 0.142
H -6.1353 4.4559 -0.4518 0.1 -0.4 0.1 0.074
H -4.4990 4.8564 0.1004 0.0 0.1 0.2 0.078
H -4.6530 3.7504 -1.2310 -0.3 -0.1 -0.1 0.076
H -3.2218 5.9438 -1.2268 0.5 0.1 0.0 0.074
H -3.5223 5.0570 -2.5275 0.7 0.1 -0.4 0.078
C -0.1270 -2.1175 -1.6533 -0.9 0.7 -0.3 -0.101
O -0.4300 -0.7867 -1.3130 0.3 1.3 0.7 -0.201
C -0.2282 -0.4849 0.0598 1.4 0.3 0.0 -0.186
C 1.2834 -0.2903 0.4206 -0.1 -1.8 1.4 -0.457
C 1.4816 -0.4383 1.9381 -0.5 -0.1 0.3 -0.071
N 1.8642 0.9479 0.0076 -0.3 0.7 -1.2 0.040
H -0.8879 -2.7086 -1.1437 0.4 -0.8 0.0 0.090
H 0.9069 -2.3839 -1.4334 -0.1 -0.3 0.0 0.082
H -0.3364 -2.1155 -2.7230 0.3 -0.6 0.0 0.092
H -0.6598 0.4872 0.2982 -0.5 0.0 -0.3 0.123
H -0.6802 -1.2390 0.7041 -0.1 -0.2 0.0 0.117
H 1.8534 -1.0984 -0.0378 0.1 0.0 -0.2 0.121
H 2.4847 -0.3254 2.3492 0.2 0.4 -0.7 0.069
H 1.1874 -1.4131 2.3269 -0.4 -0.1 -0.2 0.071
H 0.8616 0.3217 2.4137 -0.1 0.0 0.3 0.075
H 1.7293 0.9577 -0.9933 0.6 0.0 -0.7 0.071
H 1.2103 1.6891 0.2154 -0.1 0.5 0.8 0.069
C 2.3645 4.3177 -6.8228 0.3 -0.6 -0.2 -0.111
O 2.3020 2.9235 -6.4511 0.5 -0.5 -1.0 -0.200
C 2.7032 1.9937 -7.5239 -0.5 0.0 0.4 -0.157
C 2.4664 0.4687 -7.2014 0.5 0.5 -0.4 -0.420
C 3.5600 0.0378 -6.2572 -0.5 -0.2 1.3 -0.085
N 2.5889 -0.3740 -8.4185 0.0 1.1 -0.5 0.020
H 3.3447 4.7337 -7.0558 0.7 -0.7 0.1 0.076
H 2.0491 4.9285 -5.9770 -0.6 -0.4 -0.1 0.085
H 1.8215 4.5050 -7.7492 -0.6 0.0 0.2 0.077
H 2.1702 2.2573 -8.4375 -0.2 0.1 -0.2 0.109
H 3.7735 2.0883 -7.7072 0.1 0.2 -0.1 0.119
H 1.4584 0.2779 -6.8330 0.0 0.5 0.8 0.129
H 4.5732 0.0742 -6.6573 -0.2 0.0 -0.4 0.084
H 3.3479 -0.9680 -5.8944 0.2 -0.2 0.0 0.073
H 3.5555 0.6786 -5.3754 0.0 0.1 0.1 0.077
H 2.2528 -1.3112 -8.2493 0.2 -0.2 0.5 0.067
H 1.9114 -0.0268 -9.0823 0.0 0.2 -0.4 0.057
C -5.3381 -0.2944 3.3511 0.1 0.0 -0.4 -0.107
O -4.2866 0.1979 4.1612 0.7 -0.7 -0.8 -0.197
C -4.6239 0.9598 5.2824 0.1 0.0 1.1 -0.198
C -3.4130 1.0572 6.2667 0.2 0.4 -0.9 -0.438
C -2.8975 -0.2836 6.6876 0.6 -1.0 0.3 -0.079
N -3.6281 1.8307 7.4884 -0.8 0.4 0.3 0.025
H -5.7758 -1.2261 3.7096 0.0 0.0 0.5 0.084
H -4.9426 -0.5217 2.3611 0.4 0.0 0.1 0.083
H -6.1504 0.4002 3.1371 0.0 0.4 0.5 0.084
H -4.8350 1.9624 4.9104 -0.6 0.3 0.4 0.124
H -5.4370 0.4557 5.8046 -0.5 0.4 0.1 0.128
H -2.6712 1.5888 5.6706 0.5 -0.3 -0.3 0.129
H -3.5122 -0.8030 7.4227 -0.6 0.2 -0.2 0.082
H -1.9568 -0.1902 7.2302 0.3 0.2 -0.2 0.073
H -2.7198 -0.9751 5.8639 -0.1 0.2 -0.1 0.077
H -3.8497 2.8031 7.3291 -0.4 0.1 -0.5 0.065
H -2.7635 1.9229 8.0023 0.3 -0.5 0.1 0.066
C 1.1744 6.6352 1.2962 0.6 -0.8 1.1 -0.092
O 0.1378 6.0379 2.1063 0.5 1.0 -0.9 -0.186
C -0.4014 6.9535 3.0325 0.1 -0.7 0.6 -0.215
C 0.5342 7.2954 4.2039 -0.3 0.4 0.2 -0.445
C 1.0520 6.1485 5.0684 0.4 -0.3 -0.5 -0.056
N -0.1924 8.1507 5.1317 -0.4 1.0 0.9 0.011
H 2.1204 6.3724 1.7698 0.3 -0.4 -0.3 0.078
H 1.2597 7.7212 1.3334 -0.9 0.2 -0.3 0.083
H 1.1432 6.2305 0.2846 -0.2 0.2 0.1 0.087
H -0.7054 7.8739 2.5340 0.0 0.2 -0.1 0.119
H -1.3040 6.4652 3.3999 0.0 0.1 0.3 0.129
H 1.3581 7.9177 3.8545 0.5 -0.5 -0.6 0.127
H 1.6045 5.4111 4.4860 0.0 0.0 -0.1 0.073
H 0.2775 5.6351 5.6383 -0.3 0.1 -0.3 0.081
H 1.7384 6.5366 5.8209 0.1 0.2 0.0 0.072
H -0.4608 9.0506 4.7599 -0.6 -0.1 -1.0 0.068
H 0.5090 8.5369 5.7473 0.3 -0.5 0.8 0.067
C 3.5270 -6.0996 1.1042 0.3 -1.0 1.4 -0.156
O 3.6904 -6.3101 -0.2556 1.0 1.1 -1.5 -0.183
C 5.0656 -6.0433 -0.7016 -0.6 -2.0 1.0 -0.168
C 5.2895 -6.4727 -2.1656 -0.3 1.7 0.0 -0.457
C 5.1392 -7.9446 -2.4133 -0.6 -0.6 1.0 -0.065
N 6.6108 -6.1097 -2.6531 0.6 0.2 0.2 0.028
H 4.0130 -6.9068 1.6521 0.5 -0.2 0.2 0.081
H 2.4961 -6.2169 1.4383 -0.3 0.4 -0.6 0.087
H 3.9502 -5.1884 1.5269 -0.1 0.5 -0.4 0.084
H 5.4339 -5.0577 -0.4170 -0.5 0.5 -0.5 0.120
H 5.6861 -6.7050 -0.0972 0.3 -0.3 0.3 0.113
H 4.5956 -5.8338 -2.7119 -0.3 -0.4 -0.5 0.138
H 5.8717 -8.4431 -1.7785 0.5 -0.2 -0.3 0.079
H 5.2572 -8.2509 -3.4527 0.0 0.2 0.1 0.083
H 4.2157 -8.3357 -1.9863 -0.4 0.2 -0.4 0.078
H 7.3149 -6.5136 -2.0522 0.2 -0.4 0.0 0.068
H 6.8102 -5.1201 -2.6203 -0.3 0.3 -0.1 0.069
C 6.9036 2.7666 5.1319 0.8 -0.2 0.4 -0.135
O 7.3144 2.2429 3.9300 0.2 -1.4 -2.9 -0.205
C 7.0533 3.0209 2.7665 0.2 1.2 -0.3 -0.195
C 7.5717 2.4143 1.4179 -0.8 -0.4 0.5 -0.411
C 7.5935 3.3398 0.1706 0.3 0.1 1.5 -0.057
N 6.7549 1.2561 1.0711 0.1 -0.5 0.3 0.023
H 5.8265 2.8926 5.2415 -0.2 0.2 -0.1 0.089
H 7.4754 3.6849 5.2657 -0.4 0.4 0.6 0.089
H 7.2574 1.9933 5.8138 -0.2 0.4 0.6 0.092
H 5.9841 3.2213 2.6969 -0.4 -0.1 -0.2 0.121
H 7.5047 4.0005 2.9236 0.3 0.4 0.0 0.114
H 8.5741 2.0574 1.6545 0.2 0.0 -0.3 0.133
H 8.0107 2.8344 -0.7004 0.1 -0.1 0.3 0.075
H 8.2068 4.1938 0.4581 0.0 0.3 -0.5 0.069
H 6.5986 3.6861 -0.1096 -0.1 0.0 0.2 0.073
H 5.7973 1.5676 0.9932 -0.3 0.2 -0.4 0.064
H 6.7090 0.6921 1.9078 0.2 -0.5 0.1 0.059
C -4.3767 3.4090 -10.0547 1.1 -1.1 0.5 -0.098
O -4.0431 2.3806 -9.1119 0.1 1.3 0.9 -0.215
C -3.2135 2.9068 -8.0217 -1.1 -1.1 -2.1 -0.185
C -3.0909 1.7784 -7.0664 -1.7 -1.0 1.4 -0.476
C -4.4601 1.3657 -6.4619 -0.5 -0.2 -0.6 -0.057
N -2.2328 2.1975 -6.0150 0.8 0.3 1.0 0.037
H -4.5812 4.3561 -9.5554 -0.5 0.0 0.0 0.081
H -5.1811 2.9974 -10.6643 0.0 0.5 0.0 0.089
H -3.4685 3.5526 -10.6401 -0.1 0.3 -0.6 0.079
H -2.2398 3.1549 -8.4441 0.2 0.3 0.0 0.124
H -3.6758 3.7827 -7.5667 0.0 0.1 0.1 0.130
H -2.7842 0.8439 -7.5363 0.5 0.1 -0.7 0.136
H -5.1098 1.0768 -7.2880 -0.1 0.1 -0.1 0.069
H -5.0101 2.1048 -5.8794 0.4 0.5 -0.1 0.076
H -4.4379 0.4750 -5.8341 0.6 -0.1 0.1 0.069
H -1.3395 2.5038 -6.3730 0.3 -0.1 0.1 0.067
H -2.0806 1.4395 -5.3651 0.2 0.1 0.2 0.077
```
Forces are in eV/Å.

Values from the calculation:
structure (SMILES): COC[C@H](C)N.COC[C@H](C)N.COC[C@H](C)N.COC[C@H](C)N.COC[C@H](C)N.COC[C@H](C)N.COC[C@H](C)N.COC[C@H](C)N.COC[C@H](C)N.COC[C@H](C)N
net charge: 0
highest occupied orbital energy: -9.2 eV
orbital gap: 9.34 eV